Below is a structure of composition C19H30LuNO2P2, with properties calculated with ωB97M-V/def2-TZVPD.

Last column: Löwdin charge in e.
Positions of all 55 atoms, in Å:
1 C -2.843358 -3.231530 -1.511816  -0.049
2 C -2.198754 -2.011659 -1.319427  -0.359
3 N -1.398052 -1.809407 -0.200633  -0.043
4 C -0.975420 -2.901231 0.497314  -0.321
5 C -1.504332 -4.156488 0.237191  -0.068
6 C -2.483930 -4.318880 -0.738441  -0.063
7 C -2.430426 -0.893039 -2.229575  -0.384
8 P -0.998137 0.178676 -2.537998  0.790
9 Lu -0.818452 0.328282 0.401157  1.097
10 P 0.439958 -1.170768 2.393025  0.751
11 C 0.173493 -2.776103 1.511981  -0.296
12 O -4.274840 0.668435 -1.200066  -0.109
13 O -2.337110 1.844075 -0.147846  -0.246
14 H -3.560430 -3.304723 -2.326800  0.114
15 H -1.152531 -4.994975 0.836257  0.106
16 H -2.937743 -5.285656 -0.916216  0.107
17 C -0.064679 -0.847348 -3.715133  -0.280
18 C -1.714817 1.426246 -3.661187  -0.271
19 H 0.046260 -3.566605 2.277659  0.086
20 H 1.121016 -2.984571 0.972135  0.094
21 H -3.585933 0.049635 -1.646528  -0.034
22 H -2.990658 -1.159317 -3.142717  0.079
23 C 2.231489 -1.118024 2.694890  -0.266
24 C -0.264392 -1.518663 4.053025  -0.289
25 H -1.769414 -0.044949 2.229503  -0.057
26 H -2.304540 2.807446 -0.105281  0.079
27 H -3.234940 1.517479 -0.557553  0.016
28 H -4.705213 0.101883 -0.539808  0.072
29 H 1.652618 0.167347 -1.282178  0.010
30 H -1.582252 0.729306 2.343275  -0.041
31 H -0.665454 -0.948430 -4.632627  0.041
32 H 0.902151 -0.371219 -3.931840  0.035
33 H 0.106443 -1.840676 -3.277714  0.043
34 H -1.977784 0.946700 -4.608798  0.038
35 H -2.608754 1.889268 -3.235593  0.034
36 H -0.960490 2.203090 -3.833360  0.041
37 H 0.281444 -2.331962 4.547363  0.042
38 H -0.213558 -0.615225 4.672882  0.043
39 H -1.325017 -1.781440 3.974177  0.038
40 H 2.498276 -1.519972 3.676277  0.041
41 H 2.765278 -1.668821 1.921032  0.040
42 H 2.566131 -0.080821 2.629899  0.027
43 C 1.252500 0.710672 -0.408964  -0.335
44 C 1.704346 1.683863 0.293446  -0.192
45 C 2.653100 2.706285 0.568701  -0.273
46 C 3.728846 2.896016 -0.339636  -0.042
47 C 4.720030 3.836886 -0.089801  -0.098
48 C 4.667672 4.618955 1.073025  -0.100
49 C 3.614082 4.446987 1.985400  -0.097
50 C 2.613209 3.505081 1.741410  -0.050
51 H 3.778643 2.272931 -1.233858  0.112
52 H 5.547427 3.956966 -0.784897  0.097
53 H 5.431418 5.366315 1.265572  0.093
54 H 3.585620 5.037932 2.902735  0.098
55 H 1.799959 3.355747 2.456957  0.097

Forces on atoms 1 to 6 (eV/Å):
-0.04 -1.16 0.07
-0.08 2.08 -0.14
0.44 -1.11 -0.45
-0.15 0.06 -0.15
0.53 -0.08 0.79
-0.33 0.63 -0.43

Results
* energy relative to the best compared isomer or geometry (same formula, charge and spin): 0.00 kcal/mol
* DFT total energy: -77969.040 eV
* HOMO energy (alpha / beta): -4.5549 / -5.5213 eV